1.
H17O9Sr | ωB97M-V with the def2-TZVPD basis set

Geometry as ORCA input:
```
! RIJCOSX wB97M-V def2-TZVPD def2/J DEFGRID3
* xyz 1 1
Sr 0.23 -0.17 -0.28
O 1.73 -0.30 -2.29
H 2.64 -0.18 -2.44
O 1.04 0.02 2.35
H -0.41 -0.77 2.89
H 1.82 0.28 2.93
O -0.08 1.88 -2.07
H -0.78 2.53 -2.18
H 0.60 2.11 -2.69
O -1.32 1.55 1.46
H -1.00 1.07 2.24
H -0.69 2.27 1.27
O 1.33 2.18 0.77
H 2.10 2.74 1.07
H 1.39 1.41 1.43
O -1.33 -1.08 2.78
H -1.69 -1.37 3.60
H 1.95 -2.12 0.96
O 1.25 -2.47 0.32
H 1.60 -0.79 -3.12
H 0.69 -3.35 0.63
O -1.02 -0.75 -3.04
H -1.37 0.04 -3.49
H -1.53 -1.46 -3.54
O -2.15 -1.14 -0.23
H -2.00 -1.38 0.69
H -2.99 -0.72 -0.02
*
```

Computed properties:
calculated total energy = -717.97714 a.u.
Kohn-Sham gap = 9.41 eV
E_LUMO = -3.1 eV
max |F| = 4.6 eV/A
HOMO level = -12.53 eV

---

2.
H17O9Y | ωB97M-V with the def2-TZVPD basis set

Geometry as ORCA input:
```
! RIJCOSX wB97M-V def2-TZVPD def2/J DEFGRID3
* xyz 2 1
Y -0.16 -0.11 -0.01
O -2.05 -1.33 -0.03
H -2.52 -0.83 0.63
O 0.51 -2.15 -1.02
H 0.58 -3.08 -0.72
H 0.95 -2.13 -1.89
O -1.30 1.87 -0.77
H -1.12 2.26 -1.64
H -1.76 2.56 -0.27
O -1.55 0.80 1.80
H -1.20 1.46 2.41
H -2.46 0.63 2.10
O -0.99 -0.36 -2.39
H -1.56 0.24 -2.90
H -1.08 -1.22 -2.82
O 0.91 1.70 1.10
H 1.17 1.91 2.02
H 1.09 2.51 0.60
O 1.45 0.84 -1.55
H 1.39 0.65 -2.50
H 2.23 1.40 -1.45
O 2.23 -0.65 0.73
H 2.52 -1.55 0.95
H 3.01 -0.10 0.87
O -0.04 -1.53 1.95
H 0.52 -2.28 2.20
H -0.78 -1.53 2.58
*
```

Computed properties:
relative energy (zero: lowest compared OMol25 entry of this formula, charge and spin) = 16.1 kcal per mole
calculated total energy = -725.31516 a.u.
Kohn-Sham gap = 8.47 eV
E_LUMO = -6.7 eV
max |F| = 3.1 eV/A
HOMO level = -15.13 eV